ORCA calculation (ωB97M-V with the def2-TZVPD basis set) on C16H27BrF10O4SSi2 as an isolated structure in a non-equilibrium geometry.

XYZ file:
```
61
C16H27BrF10O4SSi2 ωB97M-V with the def2-TZVPD basis set
Br -0.145 -3.032 -0.094
S 0.833 2.795 -1.068
Si 1.637 -1.661 -0.496
Si 0.027 0.743 -0.961
F 4.404 2.397 4.913
F 6.684 2.623 4.251
F 2.571 1.344 2.871
F 5.388 2.199 1.166
F 3.852 4.397 2.392
F -2.518 -1.663 -1.953
F 6.312 4.692 2.424
F 4.052 -0.369 3.633
F 6.341 0.653 2.718
F 5.057 5.133 4.422
O 1.327 -0.281 -1.519
O 0.951 3.074 -2.618
O -0.167 3.857 -0.534
O -6.456 -2.772 -0.099
C 2.569 2.940 -0.385
C -1.584 1.682 1.369
C -5.202 -3.650 -1.905
C 2.453 -1.274 1.209
C -1.920 -0.599 -2.844
C 3.833 0.646 2.535
C -6.588 -4.240 -1.951
C -7.091 -3.976 -0.549
C 5.262 2.686 3.742
C 5.089 4.257 3.196
C -0.720 -1.185 -3.820
C 3.714 -0.202 1.129
C -0.496 0.511 0.877
C 5.172 1.591 2.525
C -1.549 0.784 -2.057
C -5.401 -2.444 -1.013
H -2.161 2.174 0.478
H 0.169 -0.403 -3.955
H 1.673 -1.006 2.070
H -5.719 -1.570 -1.591
H -0.938 2.559 1.859
H 2.630 -2.495 -1.226
H -4.514 -4.358 -1.428
H 4.709 -0.858 1.064
H 3.253 2.230 -1.019
H -2.810 -0.322 -3.591
H -0.249 -2.134 -3.310
H -7.200 -3.692 -2.677
H -4.497 -2.183 -0.454
H -1.120 -1.516 -4.888
H -1.007 -0.509 1.134
H -1.478 1.727 -2.781
H 2.662 2.810 0.774
H 2.946 -2.300 1.572
H -2.308 1.264 2.215
H -8.177 -3.858 -0.508
H 2.946 4.048 -0.620
H 0.478 0.733 1.530
H -6.801 -4.782 0.134
H -4.801 -3.392 -2.888
H -6.606 -5.299 -2.218
H 3.704 0.453 0.159
H -2.476 1.024 -1.345
```

Calculated values
**Spin multiplicity**: 1
**E_HOMO**: -9.354 eV



ORCA calculation (ωB97M-V with the def2-TZVPD basis set) on an isolated ion of composition C16H27BrN3O3 and charge +1 in a non-equilibrium geometry.

XYZ file:
```
50
C16H27BrN3O3 ωB97M-V with the def2-TZVPD basis set
Br -3.664 -0.462 -0.833
O -4.440 0.482 1.134
O -5.688 5.349 2.874
O 4.955 -2.563 -1.282
N -1.829 -0.941 -0.889
N -1.833 -3.403 -1.995
N -0.957 -1.416 -3.172
C -4.688 4.031 1.196
C -1.347 -1.447 0.459
C 3.555 0.137 -1.282
C -4.376 2.808 0.758
C -0.114 -0.561 1.093
C 1.132 1.080 -0.734
C 5.153 0.046 -0.992
C -5.752 3.024 3.249
C -1.546 -1.918 -2.010
C -4.728 1.602 1.534
C 0.010 0.960 0.486
C -5.440 1.800 2.812
C 4.759 -3.428 -0.071
C -5.400 4.230 2.473
C 5.792 -1.445 -0.833
C 2.700 1.015 -0.153
H -3.855 2.645 -0.177
H 6.770 -1.468 -1.516
H 1.005 2.118 -1.299
H -5.692 0.906 3.369
H -1.040 1.423 0.163
H -4.436 4.926 0.638
H 0.385 1.645 1.376
H 3.170 2.089 -0.067
H 6.192 -1.675 0.265
H 4.241 -2.825 0.817
H 2.691 0.487 0.913
H -6.274 3.187 4.185
H -1.061 -3.963 -1.571
H -0.960 -2.553 0.363
H 0.077 -1.217 -3.095
H 3.410 0.742 -2.300
H -1.480 -1.219 -4.055
H 4.103 -4.373 -0.379
H 5.374 0.621 0.031
H 5.797 -3.831 0.354
H -0.300 -0.445 2.256
H -2.233 -1.433 1.224
H 5.712 0.655 -1.844
H -2.709 -3.634 -1.475
H 2.985 -0.873 -1.404
H 0.903 -1.166 0.982
H 0.970 0.251 -1.577
```

Calculated values
**Spin multiplicity**: 1
**E_HOMO**: -11.735 eV
**Total charge**: +1



ORCA calculation (ωB97M-V with the def2-TZVPD basis set) on C16H27ClN2O4PtSTe as an isolated structure.

XYZ file:
```
53
C16H27ClN2O4PtSTe ωB97M-V with the def2-TZVPD basis set
Pt -0.610 0.845 0.970
Te -1.659 2.945 -0.409
Cl -2.001 1.075 2.819
S -1.973 -3.391 -1.707
O 1.446 -0.049 -0.964
O -0.899 -0.053 -0.999
O -1.196 -4.525 -2.122
O -3.371 -3.515 -1.426
N 1.261 0.816 0.022
N -1.822 -2.273 -2.898
C 0.210 -2.153 -0.457
C 3.639 0.626 0.612
C 0.142 -1.898 2.053
C 2.487 1.579 0.286
C 2.809 2.413 -0.958
C -3.479 1.867 -0.579
C -0.494 -2.073 -3.475
C -1.245 -2.225 2.053
C 0.151 -0.805 -1.304
C 0.834 -1.921 0.883
C -1.861 -2.668 0.871
C -2.361 4.246 1.118
C 0.350 -0.986 -2.808
C 0.821 -1.574 3.357
C 2.204 2.486 1.477
C -1.183 -2.696 -0.304
H 3.671 3.051 -0.761
H 1.404 -1.200 -2.999
H -3.818 1.645 0.430
H 0.006 -3.038 -3.435
H -0.615 -1.832 -4.532
H 3.416 0.050 1.512
H 0.560 -0.564 3.681
H -4.209 2.451 -1.131
H -3.236 0.945 -1.100
H 0.833 -2.856 -1.023
H 1.899 -1.722 0.896
H 4.544 1.205 0.796
H -2.886 -3.014 0.890
H 3.104 3.050 1.725
H 3.036 1.769 -1.807
H -1.811 -2.165 2.971
H 0.134 -0.008 -3.243
H 1.905 -1.641 3.263
H -1.568 4.948 1.365
H 3.827 -0.060 -0.212
H 1.961 3.048 -1.220
H 1.405 3.194 1.253
H 0.500 -2.256 4.145
H 1.910 1.903 2.352
H -2.322 -1.424 -2.657
H -2.620 3.641 1.982
H -3.226 4.788 0.743
```

Calculated values
**Spin multiplicity**: 5
**ΔE to the lowest compared entry with this formula, charge and spin**: 0.0 kJ/mol
**E_HOMO (alpha / beta)**: -7.306 / -8.954 eV
**⟨S²⟩**: 6.05



ORCA calculation (ωB97M-V with the def2-TZVPD basis set) on C16H27IrN7S as an isolated structure in a non-equilibrium geometry.

XYZ file:
```
52
C16H27IrN7S ωB97M-V with the def2-TZVPD basis set
Ir -0.345 -0.070 0.441
S -0.850 2.273 0.445
N 1.550 -0.727 1.068
N 0.670 -0.416 -1.286
N -0.306 0.258 2.627
N -0.079 4.078 -1.325
N 1.618 3.327 0.031
N -1.787 -0.042 -1.082
N -2.270 -0.751 1.384
C -1.143 -0.726 3.438
C 1.974 -0.768 -1.219
C 2.450 -0.972 0.166
C -3.208 -0.128 -0.682
C 0.045 -0.303 -2.471
C 0.365 3.294 -0.372
C 1.819 -0.862 2.505
C 2.704 -0.968 -2.376
C -3.242 -1.213 0.368
C -1.410 -0.112 -2.313
C 0.729 -0.489 -3.661
C 2.080 -0.809 -3.612
C -2.295 -0.117 -3.506
C 1.102 0.298 3.134
C -1.876 -1.648 2.490
C 3.816 -1.471 0.460
H -1.253 -2.448 2.088
H 2.639 -0.963 -4.527
H 0.217 -0.412 -4.611
H -1.813 0.417 -4.325
H 4.460 -1.443 -0.412
H -3.845 -0.356 -1.531
H -3.263 0.346 -3.334
H 1.884 2.871 0.888
H 1.430 -1.825 2.847
H -0.680 1.196 2.773
H -2.750 -2.101 2.967
H -2.450 -1.148 -3.844
H 1.097 0.255 4.223
H -0.509 -1.261 4.141
H 2.885 -0.836 2.721
H -1.059 4.074 -1.574
H 0.480 4.837 -1.705
H -2.684 0.084 1.804
H 1.551 1.245 2.835
H 3.761 -2.511 0.802
H 4.298 -0.893 1.251
H -2.932 -2.183 -0.020
H -3.515 0.835 -0.265
H -1.853 -0.136 4.020
H -4.233 -1.309 0.819
H 3.744 -1.261 -2.330
H 2.286 3.990 -0.350
```

Calculated values
**Spin multiplicity**: 2
**E_HOMO (alpha / beta)**: -21.516 / -22.245 eV
**⟨S²⟩**: 0.76
**Total charge**: +4